Record 1
The following is a quantum chemistry calculation of 2 unconnected molecules or ions with the total composition C3H5N2O, from OMol25.

Output
* highest occupied orbital energy: -14.55 eV
* HOMO-LUMO gap: 0.3672 Ha
* LUMO level: -4.558 eV
* charge: +1
* energy above the lowest of the compared OMol25 structures with the same formula, charge and spin: 149.9 kcal/mol
* DFT total energy: -301.59046 hartree
* largest force on an atom: 0.0867 Eh/bohr

Atoms and positions in Å:
C  -2.44350  -0.53775  -0.20397
C  0.54460  -1.41683  0.19114
C  1.57867  0.79902  -0.07317
N  -1.95484  0.45571  0.13145
N  1.07102  -0.42800  0.04137
O  -1.00743  1.19552  0.20255
H  -3.22489  -1.21275  -0.40214
H  0.07996  -2.24911  0.43835
H  2.02117  0.86263  -1.00208
H  0.79501  1.44814  0.22392
H  2.54023  1.08343  0.45260

Force components x, y, z for each atom (eV/Å):
-1.45 -0.21 0.39
1.96 3.56 -0.75
3.07 2.94 1.33
2.06 -0.99 -1.22
-0.72 -3.22 1.11
-0.97 1.50 0.94
-0.63 -0.40 -0.07
-1.99 -3.80 0.82
-0.07 0.73 -2.82
-0.11 1.11 -0.38
-1.16 -1.22 0.68

natural (NBO) population analysis, charges in e, atoms 1 to 4: 0.013, 0.443, -0.510, 0.196

Record 2
The following is a quantum chemistry calculation of a gas-phase ion, C3H5N2O2 (charge +1), from OMol25.

Output
* highest occupied orbital energy (alpha / beta): -14.73 / -14.58 eV
* HOMO-LUMO gap (alpha / beta): 0.3214 / 0.3095 Ha
* LUMO level (alpha / beta): -5.984 / -6.154 eV
* charge: +1
* energy above the lowest of the compared OMol25 structures with the same formula, charge and spin: 137.5 kcal/mol
* DFT total energy: -376.81698 hartree
* largest force on an atom: 0.1120 Eh/bohr

Atoms and positions in Å:
C  -0.96402  0.22722  -1.18064
C  -0.79183  0.21905  0.38047
C  1.20878  -0.68272  0.08645
N  -0.11603  -0.76610  -1.69943
N  0.64674  0.50882  0.73441
O  -1.77920  0.81738  -1.76891
O  0.87167  -1.12654  -1.03055
H  -1.37757  0.89344  0.92591
H  -1.00630  -0.82997  0.81283
H  1.91390  -1.21286  0.56962
H  0.83053  1.41038  0.35667
H  0.56332  0.54189  1.81317

Force components x, y, z for each atom (eV/Å):
1.92 -1.73 2.86
-1.01 -1.57 0.08
1.23 1.90 1.36
-2.96 1.08 -4.82
-2.60 -2.11 1.08
-1.17 0.93 -1.03
0.58 -0.52 1.89
-1.20 1.12 0.32
0.23 1.44 -0.84
2.51 -1.42 1.54
1.11 1.16 -0.44
1.36 -0.28 -1.99

natural (NBO) population analysis, charges in e, atoms 1 to 4: 0.567, -0.361, 0.286, -0.163

Record 3
The following is a quantum chemistry calculation of a gas-phase ion, C3H5N2O2 (charge +1), from OMol25.

Output
* highest occupied orbital energy: -15.07 eV
* HOMO-LUMO gap: 0.3673 Ha
* SMILES: O=C/N=C\[NH+]=C\O
* LUMO level: -5.072 eV
* charge: +1
* energy above the lowest of the compared OMol25 structures with the same formula, charge and spin: 37.5 kcal/mol
* DFT total energy: -376.97645 hartree
* largest force on an atom: 0.1351 Eh/bohr

Atoms and positions in Å:
C  1.61384  -1.16989  -0.10761
C  1.05835  1.08905  -0.05972
C  -0.91691  -0.17771  0.33485
N  1.87325  0.17605  0.24829
N  -0.27324  0.81328  -0.19095
O  0.52117  -1.71444  -0.13474
O  -2.03220  -0.52418  -0.09477
H  2.53466  -1.62384  -0.62661
H  1.44685  2.09524  -0.24516
H  -0.41583  -0.72019  1.15931
H  -0.92967  1.47629  -0.86261
H  -2.37230  -1.21958  0.50543

Force components x, y, z for each atom (eV/Å):
0.13 -0.14 -1.48
0.95 -0.20 0.56
2.97 -1.47 2.51
1.35 -0.86 -0.11
-3.62 4.45 -3.92
1.59 -0.51 -0.24
-2.35 -0.74 -0.09
-1.20 0.39 1.10
-0.64 -0.04 0.23
-1.07 1.05 -0.01
2.30 -2.07 2.00
-0.41 0.13 -0.55

natural (NBO) population analysis, charges in e, atoms 1 to 4: 0.547, 0.340, 0.584, -0.495

Record 4
The following is a quantum chemistry calculation of a molecular structure, C3H5N2O4, from OMol25.

Output
* highest occupied orbital energy: -3.93 eV
* HOMO-LUMO gap: 0.2927 Ha
* LUMO level: 4.030 eV
* charge: -1
* energy above the lowest of the compared OMol25 structures with the same formula, charge and spin: 71.7 kcal/mol
* DFT total energy: -527.74788 hartree
* largest force on an atom: 0.0667 Eh/bohr

Atoms and positions in Å:
C  1.04879  1.42411  -0.15409
C  -0.92677  -0.12030  -1.18524
C  -0.13822  -0.09741  0.14738
N  -0.72316  0.27553  1.36654
N  0.71894  -1.21041  0.29175
O  1.68188  1.82063  0.76712
O  1.30931  -1.62119  -0.73612
O  0.94221  1.69871  -1.34080
O  0.97173  -1.53022  1.44590
H  -1.30288  0.90649  -1.41493
H  -1.71621  -0.86584  -0.94696
H  -0.27556  -0.59790  -1.85417
H  -1.60671  -0.24417  1.52146
H  0.01667  0.16196  2.09214

Force components x, y, z for each atom (eV/Å):
-0.42 -1.02 -2.72
-1.15 0.02 3.23
0.57 2.43 -1.35
-1.12 0.14 0.35
1.05 0.86 -1.32
0.41 -0.04 2.20
-0.33 -0.64 1.25
-0.19 0.08 0.26
0.89 -1.42 0.18
0.38 -1.23 -0.07
-0.36 0.51 -0.57
0.68 0.06 -1.36
1.01 0.21 0.51
-1.42 0.04 -0.58

natural (NBO) population analysis, charges in e, atoms 1 to 4: 0.877, -0.624, 0.065, -0.854

Record 5
The following is a quantum chemistry calculation of C3H5N2OP in the gas phase, from OMol25.

Output
* highest occupied orbital energy (alpha / beta): -7.66 / -8.74 eV
* HOMO-LUMO gap (alpha / beta): 0.2801 / 0.2855 Ha
* LUMO level (alpha / beta): -0.043 / -0.970 eV
* energy above the lowest of the compared OMol25 structures with the same formula, charge and spin: 86.8 kcal/mol
* spin multiplicity: 3
* DFT total energy: -643.19285 hartree
* largest force on an atom: 0.0892 Eh/bohr

Atoms and positions in Å:
C  -0.53603  -0.19621  -0.05647
C  1.61756  0.85227  -0.12200
C  -2.01948  -0.30333  0.07974
N  1.05484  -1.69665  0.79947
N  0.21504  0.87156  -0.12691
O  2.23046  1.84105  -0.38677
P  2.28442  -0.77912  0.48128
H  -2.05191  -1.32484  0.50644
H  -2.45397  -0.40308  -0.90250
H  -2.54527  0.41814  0.54179
H  -0.20225  1.77504  -0.02807
H  2.40659  -1.05481  -0.78598

Force components x, y, z for each atom (eV/Å):
0.93 -0.50 -0.57
0.56 0.19 0.27
3.05 -3.18 -1.28
-3.25 -1.77 0.66
-2.53 -0.36 0.38
0.25 0.25 -0.15
2.66 2.28 2.28
-0.85 0.68 0.20
0.11 -0.14 -0.65
-1.66 2.58 2.15
-0.13 1.09 -0.06
0.87 -1.11 -3.23

natural (NBO) population analysis, charges in e, atoms 1 to 4: 0.392, 0.428, -0.748, -0.678

Record 6
The following is a quantum chemistry calculation of C3H5N3 in the gas phase, from OMol25.

Output
* highest occupied orbital energy: -9.58 eV
* HOMO-LUMO gap: 0.3863 Ha
* SMILES: Cc1c[nH]nn1
* LUMO level: 0.929 eV
* energy above the lowest of the compared OMol25 structures with the same formula, charge and spin: 28.6 kcal/mol
* DFT total energy: -281.54441 hartree
* largest force on an atom: 0.0153 Eh/bohr

Atoms and positions in Å:
C  -1.75707  0.04509  0.02851
C  -0.24090  -0.02566  -0.03143
C  0.86322  0.75368  -0.31293
N  1.93128  -0.08629  -0.07361
N  1.51233  -1.27788  0.35520
N  0.22828  -1.25971  0.36355
H  -2.16600  -0.70758  -0.65195
H  -2.27755  0.98727  -0.16360
H  -2.03532  -0.28582  1.03414
H  1.03266  1.76506  -0.68646
H  2.90907  0.09186  0.13859

Force components x, y, z for each atom (eV/Å):
0.15 0.02 -0.04
0.01 -0.29 0.10
0.15 -0.12 0.06
-0.22 0.05 0.42
-0.22 0.09 -0.03
0.18 0.07 -0.05
0.08 0.14 0.01
0.57 0.04 -0.08
0.00 0.11 -0.13
-0.28 -0.48 0.28
-0.41 0.38 -0.55

natural (NBO) population analysis, charges in e, atoms 1 to 4: -0.638, 0.065, -0.111, -0.352

Record 7
The following is a quantum chemistry calculation of C3H5N3 in the gas phase, from OMol25.

Output
* highest occupied orbital energy: -9.46 eV
* HOMO-LUMO gap: 0.3864 Ha
* SMILES: Cn1nccn1
* LUMO level: 1.060 eV
* energy above the lowest of the compared OMol25 structures with the same formula, charge and spin: 75.8 kcal/mol
* DFT total energy: -281.46926 hartree
* largest force on an atom: 0.0668 Eh/bohr

Atoms and positions in Å:
C  0.94483  1.06614  -0.99071
N  0.19831  0.13190  -0.19236
N  0.72213  -0.83669  0.54199
C  -0.32674  -1.42510  1.10518
C  -1.52655  -0.79220  0.63491
N  -1.09601  0.15299  -0.23655
H  1.82995  1.38175  -0.44320
H  0.29318  1.92125  -1.18666
H  1.21297  0.58207  -1.92746
H  -0.14175  -2.28874  1.73984
H  -2.11031  0.10661  0.95501

Force components x, y, z for each atom (eV/Å):
0.33 0.06 -0.22
0.31 -0.34 -0.73
-0.13 -0.24 -0.12
-0.07 0.37 0.15
0.55 1.52 -0.13
1.06 0.46 -0.51
0.02 -0.06 -0.09
0.16 -0.22 0.05
0.20 0.17 -0.08
-0.34 0.41 -0.04
-2.08 -2.12 1.72

natural (NBO) population analysis, charges in e, atoms 1 to 4: -0.411, 0.002, -0.239, -0.078

Record 8
The following is a quantum chemistry calculation of C3H5N3 in the gas phase, from OMol25.

Output
* highest occupied orbital energy: -10.52 eV
* HOMO-LUMO gap: 0.4113 Ha
* SMILES: C=N[C@@H](N)C#N
* LUMO level: 0.676 eV
* energy above the lowest of the compared OMol25 structures with the same formula, charge and spin: 36.4 kcal/mol
* DFT total energy: -281.53201 hartree
* largest force on an atom: 0.0225 Eh/bohr

Atoms and positions in Å:
C  1.71907  -0.37767  -0.43178
N  0.59172  0.04798  -0.81836
C  -0.43460  -0.07808  0.21396
N  -0.99657  1.18629  0.61341
C  -1.52650  -0.95934  -0.25985
N  -2.36982  -1.65942  -0.62625
H  1.90016  -1.01303  0.44677
H  2.59674  -0.14264  -1.01087
H  0.08994  -0.46144  1.11125
H  -0.25328  1.78710  0.95464
H  -1.42352  1.65356  -0.17816

Force components x, y, z for each atom (eV/Å):
0.10 -0.10 -0.53
0.59 0.29 0.41
0.01 -0.14 0.47
0.03 0.24 -0.12
-0.55 -0.77 -0.07
0.84 0.72 0.33
-0.26 0.37 0.17
0.19 -0.15 -0.43
-0.83 -0.41 -0.18
-0.08 -0.04 0.00
-0.04 -0.01 -0.03

natural (NBO) population analysis, charges in e, atoms 1 to 4: -0.041, -0.386, -0.018, -0.791

Record 9
The following is a quantum chemistry calculation of 2 unconnected molecules or ions with the total composition C3H5N3, from OMol25.

Output
* highest occupied orbital energy: -8.97 eV
* HOMO-LUMO gap: 0.3449 Ha
* LUMO level: 0.416 eV
* energy above the lowest of the compared OMol25 structures with the same formula, charge and spin: 86.4 kcal/mol
* DFT total energy: -281.45237 hartree
* largest force on an atom: 0.0222 Eh/bohr

Atoms and positions in Å:
C  -1.91742  -0.72058  0.03278
C  -0.50460  -0.30915  -0.13631
N  0.57791  -0.80446  -0.18200
N  1.74208  -1.17694  -0.40748
N  2.66223  2.38116  0.15251
C  1.53619  2.18390  -0.00550
H  -2.37643  -0.14283  0.83962
H  -2.46327  -0.48067  -0.88465
H  -2.02889  -1.78933  0.24371
H  2.25699  -1.20079  0.47644
H  0.49567  1.95217  -0.14377

Force components x, y, z for each atom (eV/Å):
-0.11 -0.04 0.02
0.63 -0.36 -0.05
-0.59 0.29 0.03
-0.17 0.05 0.07
-1.12 -0.16 -0.13
1.06 0.21 0.14
0.07 -0.09 -0.13
0.07 -0.03 0.14
0.06 0.14 -0.03
-0.06 0.01 -0.06
0.17 -0.01 -0.01

natural (NBO) population analysis, charges in e, atoms 1 to 4: -0.683, 0.140, -0.010, -0.486

Record 10
The following is a quantum chemistry calculation of 2 unconnected molecules or ions with the total composition C3H5N3, from OMol25.

Output
* highest occupied orbital energy: -8.84 eV
* HOMO-LUMO gap: 0.3539 Ha
* LUMO level: 0.796 eV
* energy above the lowest of the compared OMol25 structures with the same formula, charge and spin: 108.8 kcal/mol
* DFT total energy: -281.41674 hartree
* largest force on an atom: 0.0251 Eh/bohr

Atoms and positions in Å:
C  -1.82082  -0.05818  0.12516
N  -0.57607  -0.01235  0.88295
N  0.70541  1.69564  -0.23929
C  1.68629  1.10859  -0.51049
C  1.41065  -0.97108  0.09124
N  0.30100  -0.80832  0.54681
H  -2.52669  -0.73447  0.61673
H  -1.67070  -0.37449  -0.91212
H  -2.24134  0.94856  0.14140
H  2.67073  1.03220  -0.92212
H  2.06154  -1.82610  0.17973

Force components x, y, z for each atom (eV/Å):
-0.20 -0.02 -0.10
0.29 -0.33 0.00
0.89 -0.27 -0.33
-0.91 0.90 0.17
-0.13 -0.30 0.08
-0.04 0.28 0.04
0.06 0.05 -0.05
0.05 0.02 0.10
0.11 -0.13 0.02
-0.01 -0.06 0.03
-0.11 -0.14 0.05

natural (NBO) population analysis, charges in e, atoms 1 to 4: -0.445, -0.142, -0.383, 0.007

Record 11
The following is a quantum chemistry calculation of a molecular structure, C3H5N3, from OMol25.

Output
* highest occupied orbital energy: -7.90 eV
* HOMO-LUMO gap: 0.3044 Ha
* LUMO level: 0.386 eV
* energy above the lowest of the compared OMol25 structures with the same formula, charge and spin: 73.8 kcal/mol
* DFT total energy: -281.47247 hartree
* largest force on an atom: 0.1547 Eh/bohr

Atoms and positions in Å:
C  0.04150  0.11006  0.72334
C  1.11931  -0.14641  -1.01696
C  -0.14606  -0.10146  -1.52930
H  0.59593  0.40735  2.49134
H  -1.02201  -0.26946  2.07940
H  1.95270  0.05040  -1.69160
H  -0.56223  -0.29882  -2.67321
H  -2.08129  -0.26999  -0.28787
N  -0.28305  0.29342  1.97403
N  1.21133  -0.03876  0.29479
N  -0.82613  0.26367  -0.36394

Force components x, y, z for each atom (eV/Å):
-1.29 0.80 -3.68
1.11 0.34 -4.96
0.03 -0.26 -1.42
-1.29 -0.77 0.59
-3.13 -2.39 2.76
0.30 -0.86 0.44
1.02 0.94 3.72
5.02 2.40 0.02
2.28 3.06 1.11
3.21 -0.02 1.14
-7.27 -3.22 0.26

natural (NBO) population analysis, charges in e, atoms 1 to 4: 0.490, -0.082, -0.152, 0.421

Record 12
The following is a quantum chemistry calculation of 2 unconnected molecules or ions with the total composition C3H5N3, from OMol25.

Output
* highest occupied orbital energy: -8.48 eV
* HOMO-LUMO gap: 0.3327 Ha
* LUMO level: 0.572 eV
* energy above the lowest of the compared OMol25 structures with the same formula, charge and spin: 88.1 kcal/mol
* DFT total energy: -281.44962 hartree
* largest force on an atom: 0.0233 Eh/bohr

Atoms and positions in Å:
C  1.05482  0.86459  1.36251
C  0.39301  0.40122  0.12886
N  -0.18952  0.72955  -0.84898
N  -0.68409  0.90240  -1.97818
N  -1.50021  -2.00733  -1.47640
C  -0.82133  -2.18921  -0.55926
H  0.63325  0.34281  2.22639
H  2.11191  0.58533  1.31031
H  0.97497  1.94627  1.51749
H  -1.69893  0.81289  -1.89854
H  -0.19690  -2.35235  0.29577

Force components x, y, z for each atom (eV/Å):
0.05 0.04 0.07
-0.26 0.23 -0.66
0.37 -0.20 0.61
0.02 0.04 0.18
0.65 -0.26 0.97
-0.64 0.10 -0.81
0.04 0.11 -0.11
-0.14 0.09 0.04
-0.02 -0.15 -0.05
0.04 0.02 -0.03
-0.12 -0.01 -0.21

natural (NBO) population analysis, charges in e, atoms 1 to 4: -0.684, 0.157, -0.002, -0.506